Record 1
DFT (ωB97M-V with the def2-TZVPD basis set) results for 9 unconnected molecules or ions with the total composition C16H52N10O11 in a non-equilibrium geometry.

Each line ends with the Löwdin charge.
Cartesian coordinates (Å):
1 C 0.575 -0.915 -1.353  -0.632
2 O -0.641 -0.813 -1.472  0.016
3 N 1.373 0.046 -0.828  0.183
4 N 1.243 -2.039 -1.791  0.164
5 H 0.902 0.868 -0.480  0.086
6 H 2.379 0.006 -0.918  0.061
7 H 2.232 -2.138 -1.578  0.047
8 H 0.722 -2.899 -1.739  0.097
9 C 5.064 -0.367 -2.406  -0.650
10 O 4.012 0.156 -2.075  0.017
11 N 5.450 -1.625 -1.960  0.148
12 N 6.046 0.315 -3.073  0.153
13 H 6.426 -1.624 -1.715  0.092
14 H 4.763 -2.023 -1.320  0.039
15 H 6.855 -0.108 -3.487  0.095
16 H 5.914 1.306 -3.166  0.105
17 C 3.022 -3.723 0.357  -0.614
18 O 3.564 -2.794 -0.260  -0.034
19 N 2.956 -3.775 1.723  0.167
20 N 2.363 -4.732 -0.275  0.177
21 H 2.169 -4.332 2.019  0.103
22 H 3.180 -2.993 2.308  0.093
23 H 2.239 -5.542 0.313  0.105
24 H 2.413 -4.925 -1.271  0.084
25 C 1.776 -2.686 -5.542  -0.635
26 O 0.865 -3.474 -5.336  0.024
27 N 2.717 -2.334 -4.603  0.173
28 N 2.066 -2.188 -6.789  0.148
29 H 2.571 -2.678 -3.676  0.060
30 H 3.339 -1.571 -4.789  0.093
31 H 1.522 -2.446 -7.590  0.101
32 H 2.959 -1.773 -6.983  0.090
33 C -8.293 0.420 6.769  -0.121
34 O -7.080 1.008 6.365  -0.181
35 C -6.717 0.742 5.028  -0.235
36 C -5.903 -0.543 4.948  -0.223
37 N -5.481 -0.860 3.582  -0.074
38 C -4.408 -0.020 3.054  -0.194
39 C -3.010 -0.617 3.310  -0.242
40 O -1.989 0.268 2.944  -0.180
41 C -1.647 0.251 1.564  -0.097
42 H -9.159 0.803 6.202  0.086
43 H -8.457 0.777 7.782  0.088
44 H -8.350 -0.659 6.602  0.082
45 H -6.178 1.624 4.675  0.114
46 H -7.516 0.600 4.286  0.128
47 H -6.534 -1.355 5.319  0.113
48 H -5.047 -0.537 5.642  0.119
49 H -5.245 -1.843 3.579  0.102
50 H -4.492 1.009 3.387  0.115
51 H -4.516 -0.091 1.967  0.113
52 H -2.952 -1.529 2.696  0.117
53 H -2.931 -0.986 4.338  0.117
54 H -1.798 1.279 1.219  0.086
55 H -2.127 -0.483 0.921  0.085
56 H -0.561 0.138 1.490  0.054
57 C 1.167 3.848 -4.857  -0.111
58 O 2.177 3.524 -3.915  -0.191
59 C 1.642 3.010 -2.702  -0.232
60 C 1.114 4.099 -1.804  -0.214
61 N 0.824 3.582 -0.442  -0.060
62 C 0.257 4.654 0.383  -0.211
63 C 0.256 4.210 1.842  -0.232
64 O 1.578 3.981 2.272  -0.191
65 C 1.737 2.674 2.817  -0.102
66 H 0.409 4.503 -4.421  0.078
67 H 0.707 2.961 -5.299  0.089
68 H 1.684 4.413 -5.634  0.087
69 H 2.455 2.449 -2.231  0.105
70 H 0.884 2.242 -2.893  0.125
71 H 0.157 4.458 -2.201  0.112
72 H 1.744 4.996 -1.730  0.125
73 H 1.767 3.419 -0.089  0.104
74 H -0.788 4.794 0.098  0.122
75 H 0.847 5.572 0.270  0.119
76 H -0.361 3.314 1.937  0.108
77 H -0.216 5.026 2.402  0.122
78 H 2.729 2.535 3.232  0.086
79 H 1.562 1.951 2.014  0.053
80 H 0.959 2.470 3.558  0.094
81 O -2.726 -2.646 -2.314  -0.080
82 H -3.314 -1.892 -2.403  0.025
83 H -1.985 -2.301 -1.794  -0.015
84 O 1.728 -0.353 2.373  -0.055
85 H 1.966 -0.673 1.494  0.014
86 H 2.438 -0.655 2.947  0.038
87 O 1.653 -5.320 -3.405  -0.073
88 H 1.379 -4.494 -3.841  -0.014
89 H 0.928 -5.928 -3.577  0.046

Computed properties:
net charge: 0
SMILES string: COCCNCCOC.COCCNCCOC.NC(N)=O.NC(N)=O.NC(N)=O.NC(N)=O.O.O.O

Record 2
DFT (ωB97M-V with the def2-TZVPD basis set) results for a single C9H8N4 molecule in a non-equilibrium geometry.

Each line ends with the Löwdin charge.
Cartesian coordinates (Å):
1 C -2.495 -0.581 0.200  -0.425
2 C -2.459 1.648 -0.314  -0.112
3 C -1.018 1.679 -0.356  0.002
4 C -0.410 0.446 0.021  -0.212
5 C 1.077 0.135 0.223  -0.133
6 C 1.572 -1.173 -0.020  -0.013
7 C 2.978 -1.332 -0.284  -0.060
8 C 3.777 -0.194 -0.153  -0.120
9 C 2.062 1.080 0.640  -0.141
10 H -4.454 -1.195 0.010  0.125
11 H -3.260 -2.518 0.203  0.073
12 H -3.135 2.500 -0.557  0.116
13 H -0.528 2.631 -0.359  0.086
14 H 0.935 -2.096 -0.092  0.118
15 H 3.314 -2.288 -0.591  0.082
16 H 4.799 -0.250 -0.454  0.086
17 H 1.709 2.056 1.117  0.132
18 N -3.483 -1.557 0.171  0.129
19 N -3.127 0.599 0.142  0.067
20 N -1.162 -0.655 0.210  0.141
21 N 3.306 1.065 0.242  0.059

Computed properties:
net charge: 0
SMILES string: Nc1nccc(-c2cccnc2)n1

Summary of ΔE to the lowest compared entry with this formula, charge and spin in kJ/mol
3.9, 169.9
(order as listed above)
Summary of M in g mol⁻¹
560.65, 172.19
(order as listed above)
Summary of LUMO level in eV
0.2, 0.1
(order as listed above)